[1]
The following is a DFT calculation (wB97M-V/def2-TZVPD) of a 2-piece molecular cluster, CBrO4 overall at a distorted geometry.

Values from the calculation:
charge	-1
LUMO (alpha / beta)	3.44 / 3.46	eV
Kohn-Sham gap (alpha / beta)	7.15 / 6.75	eV
HOMO level (alpha / beta)	-3.71 / -3.29	eV

```
6
Properties=species:S:1:pos:R:3:nbo_charge:R:1
C 1.58243 0.91166 0.07273 1.06
O 2.48127 0.38508 -0.44952 -0.56
O 0.82926 1.64585 0.57170 -0.52
O -0.25692 -0.97609 0.42221 -0.42
O -1.30868 -1.05813 -0.45470 -0.29
Br -3.32737 -0.90837 -0.16243 -0.26
```

=====

[2]
The following is a DFT calculation (wB97M-V/def2-TZVPD) of a 2-piece molecular cluster, CCl2F2O overall at a distorted geometry.

Values from the calculation:
LUMO	-1.90	eV
Kohn-Sham gap	9.79	eV
HOMO level	-11.70	eV
SMILES	O=C(F)Cl.FCl

```
6
Properties=species:S:1:pos:R:3:nbo_charge:R:1
O 0.48344 -1.74405 -0.99393 -0.50
C 0.87082 -1.13894 -0.08470 0.78
F 2.07323 -0.65586 -0.02048 -0.29
Cl -0.08236 -0.98499 1.29575 0.01
F -1.23491 1.86174 -0.72610 -0.34
Cl -2.11023 2.66211 0.52946 0.35
```

=====

[3]
The following is a DFT calculation (wB97M-V/def2-TZVPD) of one molecule with the formula CCl2F3OP at a distorted geometry.

Values from the calculation:
LUMO	-0.27	eV
Kohn-Sham gap	10.81	eV
HOMO level	-11.08	eV
SMILES	O=P(Cl)(Cl)C(F)(F)F

```
8
Properties=species:S:1:pos:R:3:nbo_charge:R:1
O -1.21237 0.16388 -1.89909 -1.01
P -1.02120 0.04018 -0.46917 1.54
Cl -1.90361 -1.52720 0.35924 -0.21
Cl -1.59603 1.64904 0.56597 -0.23
C 1.12641 -0.05444 0.27977 0.85
F 1.74797 -0.87004 -0.56351 -0.32
F 1.18435 -0.54398 1.50059 -0.31
F 1.67448 1.14256 0.22621 -0.31
```

=====

How do the records compare in relative energy (zero: lowest compared OMol25 entry of this formula, charge and spin)? In the order shown, they have 53.0 61.3 0.0 kJ/mol.